## 1
DFT (ωB97M-V/def2-TZVPD) results for an isolated molecule of C5H14N2O.

HOMO-LUMO gap: 0.351 Ha
SMILES: CN[C@H](CN)[C@H](C)O
LUMO level: 0.927 eV

```
! wB97M-V def2-TZVPD RIJCOSX def2/J DEFGRID3
* xyz 0 1
C 0.26318 1.02849 -2.27118
N 1.17695 0.66328 -1.18455
C 0.64306 -0.01483 -0.01331
C -0.06804 0.92964 0.97588
C -0.32254 0.29736 2.32522
O -1.28231 1.49894 0.42293
C -0.22098 -1.21657 -0.43297
N -0.04278 -2.33174 0.48363
H 0.00026 0.11808 -2.80882
H -0.61120 1.61427 -1.97358
H 0.82811 1.59021 -3.00480
H 1.66789 1.49402 -0.88632
H 1.47484 -0.47080 0.53796
H 0.50405 1.85451 1.10880
H 0.58538 0.16939 2.92535
H -0.79101 -0.67333 2.19221
H -1.04758 0.81048 2.96604
H -1.76486 0.83436 -0.09203
H 0.04545 -1.46780 -1.45613
H -1.26670 -0.93367 -0.45592
H 0.89429 -2.70344 0.37730
H -0.66546 -3.09084 0.26431
*
```

Mulliken population analysis, charges in e, atoms 1 to 5: C -0.858; N -0.471; C -0.006; C 0.226; C -1.438

## 2
DFT (ωB97M-V/def2-TZVPD) results for an isolated molecule of C5H14N2O.

HOMO-LUMO gap: 0.338 Ha
SMILES: NCNCCCCO
LUMO level: 0.924 eV

```
! wB97M-V def2-TZVPD RIJCOSX def2/J DEFGRID3
* xyz 0 1
C -1.17438 0.38807 -0.36570
N -0.80805 1.35489 -1.41359
C 0.27067 2.32265 -1.11649
N 1.45897 1.96895 -1.85650
C -0.39036 -0.90928 -0.41098
C 0.48132 -1.19042 0.81968
C -0.43482 -1.66138 1.98286
O -0.20313 -3.07268 2.18553
H -2.26087 0.23929 -0.42095
H -0.99291 1.04016 0.49761
H -0.61762 0.86014 -2.26952
H 0.03068 3.36527 -1.31123
H 0.40819 2.16675 -0.03734
H 1.94140 2.64605 -2.42074
H 2.20480 1.48332 -1.37333
H -1.02920 -1.80010 -0.59605
H 0.26493 -1.14536 -1.25875
H 1.03030 -0.31016 1.17352
H 1.21123 -1.98707 0.67355
H -0.30872 -1.03643 2.86275
H -1.49585 -1.54126 1.74271
H 0.41342 -3.18140 2.91298
*
```

Mulliken population analysis, charges in e, atoms 1 to 5: C -0.933; N -0.420; C -0.236; N -0.512; C -0.634

## 3
DFT (ωB97M-V/def2-TZVPD) results for an isolated molecule of C5H14N2O.

HOMO-LUMO gap: 0.349 Ha
SMILES: C[C@H](O)N(C)N(C)C
LUMO level: 0.902 eV

```
! wB97M-V def2-TZVPD RIJCOSX def2/J DEFGRID3
* xyz 0 1
C -2.72002 -0.19698 -0.21637
C 1.59861 1.00205 -1.30105
C 1.50572 0.44392 1.08808
C 0.08932 -1.57707 0.07831
C -1.49529 0.41624 0.44320
N 0.77723 0.67070 -0.11749
N -0.26524 -0.18973 -0.32274
O -1.38981 1.81016 0.44264
H -2.74273 -0.14672 -1.37312
H -2.71564 -1.16402 0.05954
H -3.49436 0.43586 -0.01481
H 1.17282 0.58383 -2.08083
H 1.71320 2.08462 -1.25700
H 2.61287 0.52567 -1.32842
H 0.79429 0.21782 1.79448
H 2.36688 -0.36201 1.21515
H 1.96166 1.39968 1.60180
H 1.16863 -1.69944 0.00026
H -0.17755 -1.67039 1.19829
H -0.25892 -2.40025 -0.68620
H -1.26150 -0.02217 1.49736
H -0.52915 1.92396 0.87750
*
```

Mulliken population analysis, charges in e, atoms 1 to 5: C -1.544; C -1.228; C -1.051; C -0.911; C 0.408

## 4
DFT (ωB97M-V/def2-TZVPD) results for a cluster of 3 separate species, C5H14N2O in total.

HOMO-LUMO gap: 0.233 Ha
LUMO level: -1.193 eV

```
! wB97M-V def2-TZVPD RIJCOSX def2/J DEFGRID3
* xyz 0 1
C 0.76905 0.72756 0.46070
C 0.11528 1.49170 -0.80216
C -1.29654 1.11993 -0.99421
C -2.27723 1.32108 0.00266
N 1.03249 -0.73202 0.04617
C 1.51065 -1.43718 1.19779
N 0.53598 -1.62572 2.38843
H 0.15965 0.82072 1.38100
H 1.73149 1.25850 0.64313
H 0.08262 2.60213 -0.74038
H 0.71169 1.18373 -1.64662
H -1.58602 0.64162 -1.95221
H -3.33795 1.12276 -0.28541
H -2.23837 2.31806 0.49546
H -1.16722 -0.31515 -0.21271
H 2.33070 -0.79839 1.53085
H 1.83252 -2.45475 0.92745
H 0.56713 -2.48307 2.91351
H -0.30191 -1.69580 1.83920
H 0.01345 -1.55414 -3.05806
H 0.67266 -0.84407 -1.64982
O 0.13988 -0.66751 -2.48476
*
```

Mulliken population analysis, charges in e, atoms 1 to 5: C -0.808; C -0.847; C -0.214; C -0.513; N -0.454

Which is the most stable structure? 1 is the most stable.